Entry 1:
Formula: C35H53N6O2P2S2Ta
Source: the OMol25 dataset
Level of theory: wB97M-V/def2-TZVPD

Structure (XYZ):
```
101
C35H53N6O2P2S2Ta (wB97M-V/def2-TZVPD)
Ta 0.279 -1.626 -0.403
C 1.961 -4.516 -1.836
P 2.435 -2.826 -1.372
C 3.274 -2.175 -2.828
C 3.653 -3.018 -0.034
C 3.020 -3.881 1.058
P 1.316 -3.338 1.498
C 0.412 -4.867 1.852
C 1.488 -2.531 3.113
H 2.875 -5.110 -1.909
H 1.484 -4.493 -2.814
H 1.291 -4.985 -1.118
H 3.977 -2.938 -3.169
H 3.830 -1.269 -2.591
H 2.550 -1.977 -3.617
H 3.936 -2.029 0.336
H 4.560 -3.481 -0.429
H 3.626 -3.881 1.966
H 2.954 -4.920 0.730
H 1.025 -5.480 2.516
H 0.221 -5.432 0.939
H -0.535 -4.642 2.338
H 1.886 -3.258 3.824
H 0.517 -2.191 3.473
H 2.177 -1.689 3.056
S -1.726 -0.267 -1.146
C -1.163 1.200 -1.801
N -1.970 2.196 -1.997
C -1.436 3.502 -2.425
C -0.341 3.307 -3.437
N 0.650 2.335 -2.928
C 2.057 2.524 -3.380
C 2.930 3.046 -2.264
C 4.131 2.406 -1.981
C 4.993 2.930 -1.027
C 4.652 4.090 -0.347
C 3.447 4.728 -0.619
C 2.590 4.210 -1.578
C 0.285 1.342 -2.180
S 1.442 0.151 -1.714
C -3.422 2.107 -1.677
C -3.691 2.432 -0.230
C -4.187 1.441 0.613
C -4.549 1.750 1.917
C -4.412 3.049 2.385
C -3.914 4.042 1.550
C -3.561 3.737 0.245
H -1.074 4.029 -1.539
H -2.250 4.078 -2.858
H 0.174 4.249 -3.612
H -0.712 2.937 -4.397
H 2.008 3.212 -4.223
H 2.420 1.564 -3.751
H 4.418 1.522 -2.540
H 5.944 2.451 -0.837
H 5.335 4.515 0.376
H 3.195 5.650 -0.112
H 1.679 4.751 -1.813
H -3.749 1.098 -1.923
H -3.922 2.797 -2.356
H -4.336 0.436 0.235
H -4.972 0.986 2.556
H -4.724 3.298 3.391
H -3.838 5.061 1.904
H -3.236 4.536 -0.412
C 1.646 2.727 1.650
C 1.510 1.713 2.778
N 0.137 1.174 2.925
C -0.735 1.837 3.940
C -1.689 2.852 3.329
C -0.316 0.220 2.157
C -1.699 -0.316 2.308
N 0.448 -0.315 1.164
H 2.678 3.074 1.597
H 1.012 3.594 1.824
H 1.392 2.304 0.674
H 1.769 2.165 3.731
H 2.203 0.875 2.656
H -0.063 2.315 4.647
H -1.269 1.066 4.492
H -1.155 3.593 2.736
H -2.198 3.382 4.133
H -2.453 2.386 2.705
H -2.003 -0.370 3.351
H -1.773 -1.315 1.879
H -2.408 0.336 1.789
H 1.348 0.158 1.087
C -3.961 -5.281 -0.014
N -2.897 -4.553 -0.743
C -2.755 -4.717 -2.084
C -1.836 -4.066 -2.860
C -0.979 -3.189 -2.182
O -0.073 -2.397 -2.596
N -1.080 -3.106 -0.816
C -2.085 -3.673 -0.054
O -2.191 -3.379 1.120
H -3.685 -6.328 0.083
H -4.895 -5.187 -0.563
H -4.068 -4.834 0.968
H -3.458 -5.413 -2.528
H -1.796 -4.209 -3.929
```

## Properties
HOMO ... -18.37 eV
Kohn-Sham gap ... 6.0 eV
Charge ... +4
Energy ... -91959.0435 eV
2S+1 ... 1
E_LUMO ... -0.453 hartree
ΔE to the lowest compared entry with this formula, charge and spin ... 84.0 kJ/mol

Entry 2:
Formula: C10H14BCl4NO
Source: the OMol25 dataset
Level of theory: wB97M-V/def2-TZVPD

Structure (XYZ):
```
31
C10H14BCl4NO (wB97M-V/def2-TZVPD)
Cl 3.912 2.242 -1.909
B 3.087 0.602 -1.873
Cl 3.384 -0.328 -3.470
Cl 3.674 -0.419 -0.402
O 1.583 0.797 -1.695
C 0.742 -0.170 -1.656
C -0.666 0.081 -1.777
C -1.584 -0.994 -1.879
C -2.951 -0.759 -1.968
C -3.433 0.562 -1.987
Cl -5.121 0.856 -2.006
C -2.531 1.643 -1.965
C -1.170 1.413 -1.875
H 1.124 -1.199 -1.611
H -1.201 -2.009 -1.920
H -3.672 -1.576 -2.001
H -2.916 2.655 -2.000
H -0.464 2.234 -1.913
C -0.242 -1.521 2.430
N 0.633 -0.382 2.204
C 0.116 0.864 2.729
C 2.018 -0.628 2.557
H 0.157 -2.399 1.897
H -0.317 -1.774 3.512
H -1.246 -1.292 2.058
H 0.763 1.693 2.410
H -0.904 1.031 2.357
H 0.082 0.861 3.844
H 2.627 0.216 2.223
H 2.146 -0.768 3.649
H 2.367 -1.532 2.035
```

## Properties
HOMO ... -8.46 eV
Kohn-Sham gap ... 6.3 eV
Charge ... 0
Energy ... -64903.9078 eV
2S+1 ... 1
E_LUMO ... -0.080 hartree
ΔE to the lowest compared entry with this formula, charge and spin ... 94.1 kJ/mol

Entry 3:
Formula: C6H10O
Source: the OMol25 dataset
Level of theory: wB97M-V/def2-TZVPD

Structure (XYZ):
```
17
C6H10O (wB97M-V/def2-TZVPD)
C 0.507 -0.722 -1.769
C -0.160 -0.563 -2.890
C 1.363 -0.389 -0.765
C -1.251 -0.419 0.987
C 0.482 1.133 2.080
C -0.541 0.869 1.005
O 0.602 -1.585 -0.753
H -1.066 -1.190 -3.300
H 0.220 0.237 -3.484
H 2.460 -0.455 -0.716
H -1.372 -0.627 2.002
H -0.710 -1.139 0.312
H -2.165 -0.503 0.353
H 0.234 1.982 2.703
H 1.454 1.566 1.547
H 0.735 0.145 2.519
H -0.793 1.658 0.168
```

## Properties
HOMO (alpha / beta) ... -8.51 / -7.21 eV
Kohn-Sham gap (alpha / beta) ... 9.3 / 6.9 eV
Charge ... 0
Energy ... -8424.4268 eV
2S+1 ... 1
E_LUMO (alpha / beta) ... 0.030 / -0.012 hartree
ΔE to the lowest compared entry with this formula, charge and spin ... 657.4 kJ/mol

Entry 4:
Formula: C20H20ClN3O12Ru
Source: the OMol25 dataset
Level of theory: wB97M-V/def2-TZVPD

Structure (XYZ):
```
57
C20H20ClN3O12Ru (wB97M-V/def2-TZVPD)
Ru 0.539 0.800 -0.827
O 0.147 1.412 -3.422
C -1.254 1.603 -3.567
C -1.887 2.607 -2.582
N -1.376 2.607 -1.209
C -0.768 3.882 -0.866
C 0.668 3.927 -1.385
O 1.189 4.985 -1.700
O 1.272 2.783 -1.406
C -2.190 2.109 -0.115
C -1.280 1.944 1.130
O -1.742 2.127 2.240
O -0.022 1.662 0.919
H 0.596 2.262 -3.307
H -1.690 0.619 -3.448
H -1.480 1.961 -4.580
H -2.971 2.439 -2.590
H -1.730 3.613 -2.982
H -0.697 3.989 0.217
H -1.335 4.741 -1.241
H -2.612 1.145 -0.391
H -3.005 2.784 0.174
O 5.598 -2.081 -0.694
C 5.768 -0.854 -0.227
O 6.839 -0.455 0.170
C 4.573 0.026 -0.214
C 4.567 1.356 0.176
N 3.317 1.814 0.016
N 2.521 0.856 -0.445
C 3.249 -0.230 -0.605
C 2.553 -1.336 -1.348
O 3.154 -2.400 -1.532
O 1.389 -1.025 -1.741
H 4.660 -2.256 -1.021
H 5.374 1.984 0.508
H 2.916 2.740 0.068
C -1.740 -4.855 1.729
C -1.793 -3.532 2.438
C -1.348 -3.407 3.750
C -1.394 -2.182 4.392
Cl -0.817 -2.071 6.035
C -1.887 -1.052 3.765
C -2.346 -1.173 2.466
C -2.287 -2.390 1.810
O -2.774 -2.473 0.515
C -1.776 -2.481 -0.502
C -1.076 -1.145 -0.622
O -0.167 -0.840 0.210
O -1.367 -0.333 -1.532
H -1.814 -5.674 2.445
H -0.801 -4.980 1.185
H -2.553 -4.945 1.010
H -0.962 -4.272 4.274
H -1.891 -0.089 4.257
H -2.732 -0.308 1.948
H -2.296 -2.683 -1.435
H -1.027 -3.254 -0.311
```

## Properties
HOMO (alpha / beta) ... -5.91 / -5.86 eV
Kohn-Sham gap (alpha / beta) ... 8.5 / 8.0 eV
Charge ... -1
Expectation value of S² ... 0.755
Energy ... -65213.3613 eV
2S+1 ... 2
E_LUMO (alpha / beta) ... 0.096 / 0.079 hartree
ΔE to the lowest compared entry with this formula, charge and spin ... 192.5 kJ/mol

Entry 5:
Formula: C15H29BN3O2
Source: the OMol25 dataset
Level of theory: wB97M-V/def2-TZVPD

Structure (XYZ):
```
50
C15H29BN3O2 (wB97M-V/def2-TZVPD)
C 0.569 -1.142 1.884
B -0.676 -0.446 1.032
C -1.642 -1.539 0.215
C -1.737 -1.167 -1.299
C -3.046 -0.465 -1.728
C -3.575 0.662 -0.795
C -3.194 2.121 -1.201
C -1.728 2.530 -1.043
O -0.867 2.023 -2.073
C 0.458 2.262 -1.797
C 1.510 1.152 -1.817
O 0.806 3.406 -1.556
H 1.511 -0.608 1.658
H 0.373 -0.954 2.953
H 0.705 -2.227 1.715
H -1.388 0.209 1.813
H -0.236 0.385 0.246
H -2.633 -1.593 0.704
H -1.110 -2.507 0.284
H -0.839 -0.626 -1.626
H -1.708 -2.126 -1.868
H -2.834 0.026 -2.701
H -3.848 -1.191 -1.950
H -4.681 0.633 -0.886
H -3.349 0.513 0.270
H -3.746 2.765 -0.487
H -3.604 2.372 -2.195
H -1.705 3.636 -1.136
H -1.342 2.326 -0.031
H 1.102 0.185 -1.588
H 2.007 1.134 -2.787
H 2.221 1.402 -1.018
C 3.820 -3.117 -2.050
C 3.152 -1.815 -2.101
N 2.618 -0.793 -2.144
H 4.892 -2.988 -2.195
H 3.645 -3.582 -1.081
H 3.429 -3.765 -2.833
C -3.033 -0.688 4.737
C -1.626 -1.066 4.880
N -0.521 -1.355 4.993
H -3.208 -0.318 3.726
H -3.669 -1.553 4.916
H -3.282 0.093 5.453
C 5.595 1.689 0.257
C 4.833 0.531 0.732
N 4.223 -0.367 1.105
H 6.120 1.434 -0.662
H 4.919 2.520 0.060
H 6.321 1.990 1.011
```

## Properties
HOMO ... -4.13 eV
Kohn-Sham gap ... 6.8 eV
Charge ... -1
Energy ... -25264.7985 eV
2S+1 ... 1
E_LUMO ... 0.098 hartree
ΔE to the lowest compared entry with this formula, charge and spin ... 266.0 kJ/mol

Entry 6:
Formula: C38H41N4O5SSi2Tm
Source: the OMol25 dataset
Level of theory: wB97M-V/def2-TZVPD

Structure (XYZ):
```
92
C38H41N4O5SSi2Tm (wB97M-V/def2-TZVPD)
Tm 0.016 0.681 0.120
C -2.601 3.525 -0.138
C -1.305 3.605 -0.649
C -0.394 3.196 0.366
C -1.175 2.885 1.521
C -2.519 3.078 1.197
H -3.515 3.710 -0.690
H -1.038 3.953 -1.637
H 0.658 3.461 0.403
H -0.795 2.678 2.507
H -3.355 2.891 1.858
O 0.994 -1.326 0.418
C 1.522 -1.607 1.583
C 2.520 -3.848 1.772
C 1.996 -4.428 2.859
C 1.363 -3.768 3.994
C 0.814 -2.553 3.994
C 0.627 -1.665 2.834
C -0.766 -1.212 2.697
N -1.189 -0.520 1.719
N -2.559 -0.286 1.667
C -2.876 0.193 0.495
O -2.073 0.376 -0.501
C -4.330 0.479 0.288
C -4.804 0.646 -1.007
C -6.150 0.902 -1.236
C -7.032 1.006 -0.168
C -6.558 0.849 1.131
C -5.216 0.583 1.358
H 3.051 -4.459 1.049
H 2.124 -5.503 2.917
H 1.367 -4.322 4.929
H 0.411 -2.173 4.931
H -1.476 -1.529 3.461
H -4.098 0.585 -1.827
H -6.510 1.029 -2.251
H -8.081 1.216 -0.344
H -7.239 0.943 1.970
H -4.823 0.457 2.359
C 0.365 -2.279 -4.839
Si -0.184 -1.739 -3.097
C -2.061 -1.749 -3.161
C 0.347 -3.169 -1.989
C 0.471 -0.097 -2.575
C 1.775 -0.009 -1.984
C 2.822 -0.956 -2.181
C 4.045 -0.770 -1.603
C 4.284 0.363 -0.805
C 3.236 1.225 -0.615
N 2.021 1.060 -1.166
Si -0.084 1.393 -3.524
C 0.940 2.943 -3.217
C -1.917 1.800 -3.478
C 0.235 1.122 -5.387
H 0.169 -3.348 -4.986
H 1.437 -2.106 -4.989
H -0.168 -1.728 -5.616
H -2.432 -2.769 -3.301
H -2.444 -1.133 -3.980
H -2.464 -1.347 -2.226
H -0.475 -3.887 -1.899
H 0.598 -2.804 -0.988
H 1.215 -3.698 -2.397
H 2.628 -1.821 -2.804
H 4.836 -1.496 -1.762
H 5.236 0.533 -0.321
H 3.336 2.083 0.043
H 1.007 3.219 -2.166
H 0.499 3.778 -3.775
H 1.957 2.778 -3.588
H -2.292 1.830 -2.453
H -2.483 1.050 -4.039
H -2.094 2.777 -3.942
H 1.230 0.697 -5.562
H 0.172 2.080 -5.919
H -0.500 0.447 -5.834
O 2.605 -2.550 1.457
C 1.799 -0.501 2.534
N 1.360 0.800 2.167
S 1.493 1.738 3.454
O 0.390 1.646 4.390
O 1.914 3.070 3.093
C 2.814 0.808 4.193
C 3.643 1.161 5.238
C 4.562 0.220 5.686
C 4.613 -1.039 5.091
C 3.755 -1.386 4.051
C 2.839 -0.444 3.599
H 3.578 2.148 5.680
H 5.238 0.464 6.496
H 5.337 -1.765 5.440
H 3.815 -2.369 3.604
```

## Properties
HOMO (alpha / beta) ... -1.84 / -1.85 eV
Kohn-Sham gap (alpha / beta) ... 6.2 / 6.2 eV
Charge ... -2
Expectation value of S² ... 2.002
Energy ... -112393.9085 eV
2S+1 ... 3
E_LUMO (alpha / beta) ... 0.160 / 0.160 hartree